DFT (the ωB97M-V functional and the def2-TZVPD basis) results for C30H46N5O2RhSi2 as an isolated structure.

Each line ends with the Mulliken spin population.
CARTESIAN COORDINATES (ANGSTROEM)
Rh (-0.45, 0.38, -0.61)  2.36
C (-4.16, 2.46, -2.06)  0.01
C (-3.12, 1.96, -1.08)  0.08
O (-2.53, 0.90, -1.35)  0.13
C (-2.93, 2.77, 0.10)  0.24
C (-1.98, 2.68, 1.09)  -0.13
C (-2.06, 3.61, 2.26)  0.01
N (-0.96, 1.77, 1.05)  0.38
N (-0.23, 1.75, 2.15)  0.33
C (0.85, 0.92, 2.04)  0.00
O (1.23, 0.39, 0.98)  0.21
C (1.58, 0.65, 3.31)  -0.02
C (1.19, 1.22, 4.52)  0.03
C (1.87, 0.92, 5.68)  -0.01
C (2.95, 0.05, 5.65)  0.02
C (3.35, -0.52, 4.44)  -0.01
C (2.67, -0.22, 3.28)  0.02
H (-4.17, 1.82, -2.94)  0.00
H (-3.94, 3.49, -2.35)  0.00
H (-5.15, 2.45, -1.59)  0.00
H (-3.63, 3.58, 0.20)  0.01
H (-2.89, 4.30, 2.14)  0.00
H (-1.13, 4.16, 2.38)  -0.01
H (-2.20, 3.04, 3.19)  0.00
H (0.35, 1.91, 4.53)  0.00
H (1.57, 1.36, 6.62)  0.00
H (3.49, -0.19, 6.56)  0.00
H (4.19, -1.20, 4.41)  0.00
H (2.96, -0.65, 2.33)  0.00
C (3.77, -1.53, -2.93)  0.01
Si (2.80, -0.82, -1.49)  -0.01
C (3.96, 0.35, -0.59)  0.01
C (2.37, -2.29, -0.41)  0.00
C (1.25, 0.02, -2.11)  0.30
C (0.40, -0.91, -2.88)  -0.10
C (0.58, -1.33, -4.20)  0.01
C (-0.36, -2.14, -4.81)  0.00
C (-1.49, -2.51, -4.10)  0.01
C (-1.61, -2.07, -2.80)  0.01
N (-0.68, -1.34, -2.18)  0.02
Si (1.37, 1.72, -2.83)  0.00
C (2.59, 1.86, -4.26)  0.02
C (-0.31, 2.27, -3.48)  0.02
C (1.93, 2.97, -1.54)  0.01
H (4.66, -2.05, -2.57)  0.00
H (4.11, -0.75, -3.63)  0.00
H (3.19, -2.25, -3.50)  0.00
H (4.66, -0.23, 0.02)  0.00
H (3.43, 1.03, 0.07)  0.00
H (4.55, 0.93, -1.30)  0.00
H (3.27, -2.85, -0.15)  0.00
H (1.70, -2.97, -0.95)  0.00
H (1.87, -1.97, 0.50)  0.00
H (1.46, -1.00, -4.74)  0.00
H (-0.22, -2.46, -5.84)  0.00
H (-2.27, -3.11, -4.55)  0.00
H (-2.49, -2.32, -2.22)  0.00
H (2.29, 1.24, -5.12)  0.00
H (3.59, 1.53, -3.96)  0.00
H (2.67, 2.89, -4.61)  0.00
H (-0.91, 1.43, -3.84)  0.00
H (-0.18, 2.97, -4.30)  0.00
H (-0.89, 2.77, -2.70)  0.00
H (3.00, 2.89, -1.35)  0.00
H (1.41, 2.84, -0.60)  -0.01
H (1.73, 3.98, -1.90)  0.00
C (-2.23, -0.62, 2.54)  0.02
C (-2.89, -1.73, 3.41)  0.00
N (-2.76, -3.03, 2.75)  0.00
C (-1.34, -3.34, 2.58)  0.00
C (-0.65, -2.23, 1.74)  0.00
N (-1.63, -1.21, 1.34)  0.01
C (-2.69, -1.88, 0.57)  0.01
C (-3.39, -2.95, 1.44)  0.00
H (-1.45, -0.10, 3.10)  0.00
H (-2.96, 0.12, 2.22)  0.01
H (-3.95, -1.53, 3.57)  0.00
H (-2.41, -1.80, 4.39)  0.00
H (-1.26, -4.31, 2.09)  0.00
H (-0.89, -3.42, 3.57)  0.00
H (-0.20, -2.63, 0.83)  0.00
H (0.14, -1.73, 2.31)  0.00
H (-2.21, -2.32, -0.30)  0.00
H (-3.38, -1.11, 0.22)  0.00
H (-3.32, -3.94, 0.97)  0.00
H (-4.45, -2.73, 1.58)  0.00

As for the expectation value of S²: 6.032. Its orbital gap (alpha / beta) is 7.1 / 6.4 eV. The relative energy (zero: lowest compared OMol25 entry of this formula, charge and spin) is 3.8 kcal/mol. The value obtained for the HOMO energy (alpha / beta) is -6.7671 / -7.9262 eV. The spin multiplicity is 5.

=====

DFT (the ωB97M-V functional and the def2-TZVPD basis) results for a 4-piece molecular cluster, C3H12O4 overall.

Each line ends with the Mulliken spin population.
CARTESIAN COORDINATES (ANGSTROEM)
C (0.12, -1.11, 0.12)  0.45
C (1.10, -0.07, 0.57)  -0.39
C (0.87, 1.21, 0.35)  1.13
O (1.80, 2.20, 0.62)  -0.32
H (-0.20, -1.80, 0.91)  -0.02
H (0.58, -1.72, -0.66)  0.10
H (-0.75, -0.64, -0.30)  -0.25
H (2.09, -0.26, 0.98)  -0.04
H (-0.07, 1.57, -0.03)  -0.09
H (1.81, 2.82, -0.11)  -0.06
H (-1.16, -1.76, -3.66)  -0.39
H (-0.46, -0.62, -2.96)  -0.16
O (-1.20, -1.25, -2.84)  0.87
H (2.46, -0.69, 4.56)  -0.01
H (3.61, 0.32, 4.42)  -0.01
O (3.41, -0.61, 4.43)  0.04
H (-4.51, 0.87, -1.37)  -0.09
H (-4.60, 0.40, -2.79)  -0.11
O (-4.88, 1.13, -2.22)  0.37

As for the expectation value of S²: 0.750. As for the net charge: -1. Its orbital gap (alpha / beta) is 2.2 / 8.7 eV. The relative energy (zero: lowest compared OMol25 entry of this formula, charge and spin) is 38.3 kcal/mol. The value obtained for the HOMO energy (alpha / beta) is 0.7956 / -5.7614 eV. The spin multiplicity is 2.

=====

DFT (the ωB97M-V functional and the def2-TZVPD basis) results for C35H39AsN7O3S3Tl as an isolated structure.

Each line ends with the Löwdin charge.
CARTESIAN COORDINATES (ANGSTROEM)
Tl (1.16, -3.55, -0.60)  1.02
C (-0.06, -1.10, 5.10)  -0.01
N (0.51, -1.78, 3.95)  -0.08
C (1.60, -2.73, 3.99)  -0.01
C (1.79, -3.03, 2.50)  -0.50
O (2.60, -3.78, 2.01)  -0.01
N (0.86, -2.31, 1.79)  0.07
C (0.16, -1.60, 2.67)  -0.42
N (-0.81, -0.77, 2.27)  0.23
H (0.33, -1.57, 6.01)  0.10
H (-1.15, -1.19, 5.11)  0.09
H (0.21, -0.04, 5.12)  0.10
H (1.33, -3.64, 4.52)  0.15
H (2.51, -2.32, 4.44)  0.14
H (-1.07, -0.88, 1.30)  0.07
H (-1.48, -0.40, 2.92)  0.11
S (2.27, 6.09, 0.65)  0.86
C (1.90, 4.49, 0.80)  -1.02
S (2.84, 3.25, 0.04)  1.05
C (1.62, 2.08, 0.48)  -1.00
N (0.65, 2.59, 1.20)  0.06
N (0.81, 3.90, 1.40)  -0.10
C (-0.20, 4.56, 2.17)  -0.19
C (-1.50, 4.05, 2.09)  0.00
C (-2.51, 4.69, 2.78)  -0.05
C (-2.24, 5.81, 3.56)  -0.03
C (-0.94, 6.28, 3.67)  -0.04
C (0.10, 5.65, 2.99)  -0.03
S (1.76, 0.46, 0.03)  0.89
H (-1.70, 3.20, 1.46)  0.11
H (-3.52, 4.32, 2.70)  0.12
H (-3.04, 6.30, 4.09)  0.12
H (-0.72, 7.13, 4.30)  0.12
H (1.11, 5.98, 3.14)  0.09
C (3.71, 0.23, -2.55)  -0.06
N (4.73, -0.39, -1.76)  -0.13
C (5.62, 0.53, -1.07)  -0.03
C (4.43, -1.64, -1.24)  -0.49
O (3.25, -2.04, -1.23)  -0.18
N (5.45, -2.38, -0.77)  -0.12
C (6.83, -2.24, -1.22)  -0.03
C (5.16, -3.61, -0.04)  -0.02
H (4.12, 1.12, -3.02)  0.11
H (2.85, 0.53, -1.90)  -0.01
H (3.31, -0.45, -3.30)  0.11
H (5.03, 1.38, -0.69)  0.06
H (6.38, 0.93, -1.75)  0.10
H (6.10, 0.06, -0.23)  0.09
H (6.89, -1.60, -2.10)  0.09
H (7.22, -3.22, -1.48)  0.10
H (7.47, -1.83, -0.43)  0.10
H (4.20, -3.54, 0.46)  0.04
H (5.94, -3.77, 0.70)  0.10
H (5.15, -4.47, -0.72)  0.11
O (-1.12, -2.14, -0.95)  -0.66
As (-2.34, -1.17, -1.51)  1.19
C (-3.46, -0.70, 0.00)  -0.30
C (-3.48, -1.65, 1.02)  -0.13
C (-4.27, -1.44, 2.14)  -0.07
C (-5.02, -0.27, 2.24)  -0.07
C (-5.01, 0.67, 1.22)  -0.07
C (-4.23, 0.45, 0.09)  -0.09
C (-3.44, -2.09, -2.79)  -0.30
C (-3.96, -3.32, -2.41)  -0.09
C (-4.76, -4.02, -3.30)  -0.06
C (-5.02, -3.50, -4.55)  -0.06
C (-4.50, -2.27, -4.93)  -0.06
C (-3.70, -1.55, -4.04)  -0.09
C (-1.58, 0.36, -2.42)  -0.30
C (-0.71, 0.01, -3.46)  -0.11
C (-0.08, 1.00, -4.19)  -0.06
C (-0.34, 2.34, -3.91)  -0.07
C (-1.20, 2.68, -2.88)  -0.08
C (-1.82, 1.69, -2.13)  -0.09
H (-2.87, -2.54, 0.93)  0.10
H (-4.30, -2.18, 2.93)  0.11
H (-5.65, -0.11, 3.12)  0.11
H (-5.61, 1.56, 1.30)  0.11
H (-4.27, 1.16, -0.73)  0.10
H (-3.74, -3.73, -1.43)  0.10
H (-5.16, -4.98, -3.01)  0.11
H (-5.64, -4.05, -5.25)  0.11
H (-4.71, -1.86, -5.91)  0.11
H (-3.30, -0.59, -4.33)  0.10
H (-0.53, -1.04, -3.68)  0.12
H (0.59, 0.73, -5.00)  0.11
H (0.14, 3.12, -4.50)  0.11
H (-1.42, 3.73, -2.68)  0.11
H (-2.48, 1.97, -1.32)  0.08

As for the net charge: +2. Its orbital gap (alpha / beta) is 4.7 / 5.1 eV. The value obtained for the HOMO energy (alpha / beta) is -13.3774 / -13.3775 eV. The spin multiplicity is 1.

=====

DFT (the ωB97M-V functional and the def2-TZVPD basis) results for C16H24F16N2O9PS2 as an isolated structure.

Each line ends with the natural charge from an NBO analysis.
CARTESIAN COORDINATES (ANGSTROEM)
C (1.47, 0.01, 2.73)  -0.65
C (0.00, -0.06, 3.13)  -0.06
O (-0.42, -1.28, 3.75)  -0.82
P (-0.69, -2.65, 2.94)  2.40
O (-2.01, -3.23, 3.28)  -1.10
C (-0.52, -2.27, 1.19)  -0.88
C (-1.11, -3.35, 0.26)  -0.67
S (0.17, -4.37, -0.48)  2.33
O (1.18, -4.59, 0.54)  -0.99
O (-0.50, -5.53, -1.01)  -0.97
N (0.69, -3.44, -1.68)  -1.27
S (2.11, -2.74, -1.54)  2.41
N (2.09, -1.92, -3.00)  -1.05
O (3.27, -3.59, -1.57)  -0.96
O (2.14, -1.73, -0.47)  -1.04
O (0.47, -3.66, 3.36)  -0.81
C (1.78, -3.29, 3.79)  -0.05
C (2.80, -3.22, 2.67)  -0.65
H (1.73, 1.06, 2.60)  0.20
H (1.67, -0.49, 1.78)  0.24
H (2.11, -0.39, 3.51)  0.21
H (-0.19, 0.71, 3.87)  0.18
H (-0.63, 0.16, 2.27)  0.18
H (0.51, -2.10, 0.89)  0.30
H (-1.05, -1.33, 0.99)  0.24
H (-1.59, -2.84, -0.58)  0.24
H (-1.83, -4.00, 0.73)  0.26
H (1.19, -1.49, -3.12)  0.38
H (2.83, -1.23, -2.97)  0.38
H (1.74, -2.37, 4.38)  0.17
H (2.08, -4.08, 4.48)  0.18
H (2.44, -2.70, 1.78)  0.25
H (3.07, -4.23, 2.35)  0.23
H (3.70, -2.73, 3.04)  0.19
C (2.57, 3.30, -1.92)  -0.13
C (3.13, 2.06, -2.64)  0.60
C (4.45, 1.47, -2.13)  0.52
F (5.45, 2.36, -2.25)  -0.33
F (4.74, 0.39, -2.89)  -0.32
F (3.19, 2.27, -3.97)  -0.31
F (2.21, 1.07, -2.41)  -0.32
O (2.81, 4.56, -2.51)  -0.51
C (3.90, 5.32, -2.22)  0.85
C (4.78, 5.57, -3.46)  0.50
F (5.19, 4.41, -4.00)  -0.31
F (5.86, 6.28, -3.08)  -0.33
F (4.62, 4.82, -1.21)  -0.31
F (3.46, 6.54, -1.83)  -0.33
H (1.49, 3.18, -1.99)  0.23
H (2.83, 3.29, -0.87)  0.21
H (4.35, 1.15, -1.09)  0.16
H (4.21, 6.13, -4.20)  0.15
C (-5.01, 1.33, 1.26)  -0.13
C (-4.07, 0.30, 0.63)  0.60
C (-3.53, 0.58, -0.78)  0.52
F (-4.53, 0.66, -1.68)  -0.32
F (-2.71, -0.43, -1.14)  -0.31
F (-4.63, -0.92, 0.67)  -0.30
F (-2.96, 0.29, 1.43)  -0.33
O (-6.41, 1.09, 1.18)  -0.51
C (-7.17, 1.53, 0.14)  0.85
C (-7.81, 0.38, -0.64)  0.50
F (-6.88, -0.45, -1.13)  -0.31
F (-8.52, 0.90, -1.67)  -0.33
F (-6.51, 2.37, -0.67)  -0.32
F (-8.20, 2.24, 0.68)  -0.33
H (-4.80, 1.27, 2.32)  0.23
H (-4.76, 2.34, 0.93)  0.20
H (-2.96, 1.52, -0.78)  0.13
H (-8.49, -0.18, 0.02)  0.15

As for the net charge: -1. Its orbital gap is 7.6 eV. The value obtained for the HOMO energy is -5.8561 eV. The spin multiplicity is 1.

=====

DFT (the ωB97M-V functional and the def2-TZVPD basis) results for one molecule with the formula C4H12N4O.

Each line ends with the natural charge from an NBO analysis.
CARTESIAN COORDINATES (ANGSTROEM)
H (2.23, 1.65, -0.87)  0.36
N (1.59, 1.16, -0.24)  -0.85
C (0.48, 0.89, -0.84)  0.63
C (0.23, 1.05, -2.31)  -0.71
O (-0.81, 1.17, -0.09)  -0.58
C (-0.78, 0.16, 0.86)  0.66
N (0.06, 0.47, 1.95)  -0.90
N (-2.06, -0.22, 1.35)  -0.86
N (-0.21, -0.90, -0.04)  -0.61
C (0.78, -1.87, 0.41)  -0.42
H (0.48, 2.07, -2.60)  0.24
H (0.87, 0.36, -2.86)  0.23
H (-0.82, 0.87, -2.57)  0.23
H (0.04, -0.10, 2.78)  0.39
H (0.93, 0.91, 1.63)  0.43
H (-2.48, 0.47, 1.96)  0.39
H (-2.71, -0.62, 0.69)  0.37
H (-0.86, -1.21, -0.76)  0.38
H (1.05, -2.52, -0.42)  0.20
H (1.66, -1.32, 0.75)  0.22
H (0.36, -2.48, 1.21)  0.19

Its orbital gap is 9.4 eV. The relative energy (zero: lowest compared OMol25 entry of this formula, charge and spin) is 51.0 kcal/mol. The value obtained for the HOMO energy is -8.5647 eV. The spin multiplicity is 1. Its structure (SMILES) is [H]/N=C(\C)OC(N)(N)NC.

=====

DFT (the ωB97M-V functional and the def2-TZVPD basis) results for one molecule with the formula C4H5FN2.

Each line ends with the natural charge from an NBO analysis.
CARTESIAN COORDINATES (ANGSTROEM)
C (0.42, -1.41, -0.30)  -0.27
C (1.75, -1.04, 0.02)  -0.38
C (-0.49, -0.36, -0.32)  -0.03
C (1.99, 0.29, 0.24)  0.40
N (-0.02, 0.86, -0.37)  -0.19
N (-0.71, 1.93, -0.04)  -0.60
F (3.10, 0.84, -0.18)  -0.32
H (0.06, -2.46, -0.48)  0.23
H (2.38, -1.92, 0.06)  0.24
H (-1.64, -0.38, -0.40)  0.21
H (-0.44, 2.80, -0.40)  0.37
H (-1.18, 2.04, 0.83)  0.36

Its orbital gap (alpha / beta) is 8.2 / 8.2 eV. The relative energy (zero: lowest compared OMol25 entry of this formula, charge and spin) is 118.0 kcal/mol. The value obtained for the HOMO energy (alpha / beta) is -7.7715 / -7.7727 eV. The spin multiplicity is 1.

=====

DFT (the ωB97M-V functional and the def2-TZVPD basis) results for C19H28CoNO2P2 as an isolated structure.

Each line ends with the Mulliken spin population.
CARTESIAN COORDINATES (ANGSTROEM)
Co (-0.30, 0.20, -0.17)  2.20
P (-0.11, -1.11, -1.89)  0.08
C (-1.70, -0.67, -2.57)  0.56
C (-2.65, -0.10, -1.69)  0.03
N (-2.14, 0.41, -0.51)  0.07
C (-2.88, 1.07, 0.39)  0.03
C (-4.26, 1.14, 0.23)  0.15
C (-4.84, 0.61, -0.92)  -0.03
C (-4.05, 0.03, -1.89)  0.17
C (-2.14, 1.72, 1.54)  0.01
P (-0.36, 2.00, 1.11)  0.04
H (-4.47, -0.37, -2.81)  0.00
H (-4.83, 1.67, 1.00)  0.00
H (-5.92, 0.69, -1.05)  0.00
H (-2.61, 2.68, 1.83)  0.00
H (-2.15, 1.08, 2.44)  0.00
H (-1.48, 1.21, -4.00)  0.00
H (-2.05, -1.04, -3.54)  -0.03
H (0.16, 2.60, -3.42)  0.00
O (-1.19, 2.12, -4.25)  0.01
H (-1.50, 2.26, -5.16)  0.00
H (0.52, 1.50, -0.27)  0.04
O (0.91, 2.67, -2.76)  0.01
H (0.72, 3.49, -2.27)  0.00
C (-0.33, 3.66, 0.38)  0.02
H (-0.82, 4.39, 1.03)  0.00
H (0.73, 3.91, 0.23)  -0.01
H (-0.81, 3.62, -0.61)  0.01
C (0.57, 2.04, 2.65)  0.01
H (1.60, 2.35, 2.42)  0.00
H (0.12, 2.76, 3.37)  0.00
H (0.60, 1.04, 3.09)  0.00
C (-0.04, -2.87, -1.47)  0.04
H (-0.23, -3.48, -2.37)  0.00
H (0.94, -3.08, -1.04)  0.01
H (-0.80, -3.08, -0.71)  0.00
C (1.16, -0.76, -3.12)  0.04
H (2.10, -1.14, -2.70)  0.00
H (0.91, -1.29, -4.05)  0.00
H (1.22, 0.32, -3.27)  -0.01
C (0.82, -0.86, 0.71)  0.01
C (1.55, -1.57, 1.43)  0.30
C (2.43, -2.23, 2.30)  0.02
C (2.79, -3.59, 2.08)  0.09
C (3.88, -4.12, 2.77)  -0.04
C (4.58, -3.34, 3.70)  0.10
C (4.11, -2.06, 4.03)  -0.03
C (3.03, -1.51, 3.36)  0.08
H (2.24, -4.17, 1.34)  0.00
H (4.20, -5.14, 2.55)  0.00
H (5.48, -3.73, 4.17)  0.00
H (4.63, -1.46, 4.78)  0.00
H (2.67, -0.50, 3.59)  0.00

As for the expectation value of S²: 6.103. As for the net charge: +2. Its orbital gap (alpha / beta) is 7.7 / 5.9 eV. The value obtained for the HOMO energy (alpha / beta) is -13.5991 / -14.2088 eV. The spin multiplicity is 5.

=====

DFT (the ωB97M-V functional and the def2-TZVPD basis) results for C13H30N2O2PS7SbW as an isolated structure.

Each line ends with the Mulliken spin population.
CARTESIAN COORDINATES (ANGSTROEM)
W (0.59, -0.67, -1.83)  0.83
S (1.89, 1.16, -1.52)  0.07
Sb (2.27, 1.61, -4.05)  0.07
S (-1.08, 0.10, -3.26)  -0.02
S (0.59, -0.61, -4.24)  0.02
S (0.79, 3.21, -4.27)  0.02
C (5.11, -3.60, 0.13)  0.00
C (3.65, -3.64, 0.48)  0.00
O (2.91, -4.30, -0.60)  0.01
P (1.97, -3.50, -1.55)  0.03
S (0.39, -2.72, -0.54)  -0.02
S (2.78, -1.87, -2.35)  -0.02
O (1.58, -4.63, -2.55)  0.00
C (0.95, -4.44, -3.86)  0.00
C (-0.54, -4.31, -3.75)  0.01
H (5.67, -3.18, 0.97)  0.00
H (5.29, -2.98, -0.74)  0.00
H (5.48, -4.60, -0.06)  0.00
H (3.23, -2.64, 0.62)  0.00
H (3.44, -4.23, 1.36)  0.00
H (1.24, -5.34, -4.40)  0.00
H (1.43, -3.58, -4.33)  0.00
H (-0.97, -5.11, -3.16)  0.00
H (-0.96, -4.36, -4.76)  0.00
H (-0.85, -3.35, -3.32)  0.00
C (-1.03, 1.82, 4.40)  0.00
C (-0.44, 0.42, 4.58)  0.00
C (-0.23, -0.38, 3.30)  0.00
C (0.83, 0.14, 2.35)  0.00
N (0.48, 1.40, 1.68)  -0.01
C (-0.32, 1.54, 0.64)  0.03
S (-1.02, 0.11, -0.11)  -0.01
N (-0.64, 2.75, 0.22)  0.00
C (-1.44, 3.08, -0.97)  0.01
C (-2.92, 3.18, -0.68)  0.00
C (-3.28, 4.23, 0.37)  0.00
C (-4.78, 4.37, 0.57)  0.00
H (-1.36, 2.23, 5.35)  0.00
H (-1.89, 1.80, 3.73)  0.00
H (-0.31, 2.53, 3.99)  0.00
H (-1.11, -0.15, 5.22)  0.00
H (0.50, 0.49, 5.13)  0.00
H (-1.18, -0.47, 2.76)  0.00
H (0.06, -1.40, 3.56)  0.00
H (1.06, -0.59, 1.58)  0.00
H (1.76, 0.35, 2.89)  0.00
H (0.84, 2.25, 2.10)  0.00
H (-0.29, 3.53, 0.76)  0.00
H (-1.22, 2.34, -1.74)  -0.01
H (-1.04, 4.03, -1.34)  0.00
H (-3.30, 2.20, -0.37)  0.00
H (-3.42, 3.43, -1.62)  0.00
H (-2.85, 5.19, 0.07)  0.00
H (-2.81, 3.96, 1.33)  0.00
H (-5.27, 4.68, -0.35)  0.00
H (-5.01, 5.11, 1.33)  0.00
H (-5.22, 3.42, 0.88)  0.00

As for the expectation value of S²: 0.761. As for the net charge: +1. Its orbital gap (alpha / beta) is 6.5 / 7.0 eV. The relative energy (zero: lowest compared OMol25 entry of this formula, charge and spin) is 0.0 kcal/mol. The value obtained for the HOMO energy (alpha / beta) is -10.5202 / -11.2234 eV. The spin multiplicity is 2.

=====

> spin multiplicity of number 2 (C3H12O4)?

2